This record from OMol25 describes an isolated ion of composition C5H10N and charge +1 at a distorted geometry. The level of theory is ωB97M-V/def2-TZVPD.

The geometry in XYZ format:
```
16
Properties=species:S:1:pos:R:3:forces:R:3
H -1.789 -1.023 1.034 -0.6247 -0.5416 -0.2168
H 2.930 0.221 0.437 -2.5912 -0.2814 0.3094
C -0.302 -0.048 -0.118 -1.6928 1.2985 -1.3078
H -2.205 -0.280 -1.071 0.7809 0.4582 -1.0549
C 1.779 0.016 0.561 2.8624 1.1737 -1.3493
H 1.443 -0.594 1.355 0.4771 -0.7854 0.6751
H -0.162 -1.914 0.965 -0.9988 0.5576 -0.0498
C -1.398 0.487 -1.042 -1.2507 0.7650 0.6259
H 1.406 -0.481 -1.599 0.7941 -0.0244 -2.4193
H 0.623 1.981 -0.250 0.7867 -0.5729 0.1582
C -0.727 -0.950 0.968 1.7385 0.2093 2.8644
N 1.047 -0.278 -0.726 -1.0132 0.6072 3.7054
C 0.737 0.947 0.104 0.7216 0.5974 -0.8222
H -1.983 1.376 -0.591 1.2690 -1.2659 -0.0741
H -0.986 0.938 -1.973 -0.5174 -0.9601 0.2774
H -0.415 -0.396 1.945 -0.7414 -1.2349 -1.3216
```
Positions in Å, forces in eV/Å.

As for the molar mass: 84.1 Da. The calculation puts the relative energy (zero: lowest compared OMol25 entry of this formula, charge and spin) at 270.0 kJ/mol. Its LUMO energy is -2.935 eV. As for the largest force on an atom: 3.89 eV Å⁻¹. The SMILES is CC1(C)[C@H]2C[N@H+]21. Its net charge is +1. For the gap between HOMO and LUMO, the calculation gives 13.34 eV. For the total energy, the calculation gives -6827.4041 eV. As for the HOMO energy: -16.27 eV.